52
Properties=species:S:1:pos:R:3:forces:R:3:lowdin_charge:R:1 method="wB97M-V/def2-TZVPD" homo_energy_ev=-7.93 smiles="CC(C)(C)OC(=O)N[C@@H](Cc1c[nH]c2ccccc12)c1nnc(SCC(N)=O)o1"
C -6.133 -0.367 -0.499 0.325 -0.024 0.063 -0.0202
H -7.136 -0.758 -0.353 -0.124 -0.024 0.051 0.0891
H -5.747 -0.730 -1.448 -0.055 -0.010 -0.044 0.0787
H -6.178 0.719 -0.529 -0.053 0.113 0.012 0.0908
C -5.231 -0.824 0.646 -0.564 -0.308 0.010 -0.5726
C -5.104 -2.346 0.673 0.168 0.250 -0.104 -0.0198
H -4.720 -2.707 -0.278 -0.026 -0.064 -0.007 0.0789
H -4.423 -2.650 1.465 0.033 -0.050 0.104 0.0921
H -6.078 -2.792 0.853 -0.119 -0.036 0.060 0.0889
C -5.758 -0.306 1.985 0.312 -0.046 -0.349 -0.0245
H -6.748 -0.710 2.175 -0.110 -0.052 0.008 0.0880
H -5.091 -0.606 2.788 0.048 -0.046 0.114 0.0867
H -5.814 0.779 1.969 -0.041 0.126 0.013 0.0857
O -3.920 -0.214 0.528 0.010 0.102 0.203 0.0392
C -3.157 -0.448 -0.546 0.244 0.281 -0.014 -0.5476
O -3.425 -1.151 -1.490 -0.189 -0.312 -0.214 0.0918
N -2.010 0.282 -0.453 0.250 0.168 0.179 0.1357
H -1.785 0.698 0.438 -0.053 -0.088 0.052 0.1394
C -0.915 0.070 -1.362 -0.105 -0.003 -0.522 -0.2078
C 0.213 -0.593 -0.651 -0.281 -0.232 0.817 -0.3023
N 0.441 -0.557 0.620 -1.411 0.549 -0.536 0.1211
N 1.645 -1.124 0.833 1.275 -0.711 -0.181 0.0711
C 2.092 -1.471 -0.332 -0.162 0.112 0.804 -0.6967
S 3.618 -2.172 -0.702 0.453 -0.198 -0.274 1.0053
C 4.467 -1.814 0.880 -0.270 0.119 -0.050 -0.3349
H 4.014 -0.916 1.298 0.139 -0.050 -0.002 0.0750
H 4.302 -2.654 1.555 0.021 0.087 0.049 0.0937
C 5.960 -1.596 0.672 -0.586 -0.134 -0.023 -0.6218
O 6.555 -0.683 1.191 0.178 0.312 0.193 0.0633
N 6.558 -2.530 -0.095 0.364 -0.321 -0.317 0.1524
H 7.538 -2.429 -0.301 -0.044 0.000 0.009 0.1162
H 6.034 -3.242 -0.574 0.060 -0.026 0.025 0.0765
O 1.225 -1.184 -1.326 0.118 -0.042 -0.191 0.0875
H -1.286 -0.564 -2.174 0.071 0.114 0.149 0.1593
C -0.393 1.422 -1.924 -0.018 -0.059 0.157 -0.0581
C 0.450 2.104 -0.897 -0.271 0.352 -0.044 -0.1935
C 0.024 2.831 0.177 -0.170 -0.064 -0.424 -0.0534
N 1.080 3.135 0.990 -0.008 0.170 0.419 0.0923
C 2.215 2.582 0.472 0.246 -0.301 -0.404 -0.2064
C 3.515 2.560 0.962 0.059 0.045 0.080 -0.0110
C 4.467 1.894 0.222 0.022 0.094 0.134 -0.0905
C 4.141 1.285 -0.994 0.087 -0.078 -0.194 -0.1075
C 2.856 1.305 -1.486 0.034 0.075 0.006 -0.0423
C 1.863 1.938 -0.738 0.136 0.272 0.354 -0.1383
H 2.620 0.829 -2.428 0.001 -0.047 -0.053 0.1149
H 4.920 0.784 -1.551 0.052 -0.031 -0.056 0.1015
H 5.481 1.826 0.585 0.084 0.010 0.054 0.0984
H 3.766 3.040 1.896 0.061 0.035 0.105 0.1086
H 1.021 3.638 1.858 -0.003 -0.062 -0.101 0.1567
H -0.968 3.166 0.416 -0.182 0.065 0.059 0.1239
H -1.259 2.027 -2.194 0.010 -0.073 -0.112 0.1257
H 0.197 1.226 -2.820 -0.019 0.042 -0.067 0.1206



56
Properties=species:S:1:pos:R:3:forces:R:3:lowdin_charge:R:1 method="wB97M-V/def2-TZVPD" total_charge=+1 homo_energy_ev=-11.12
Rh -0.175 0.843 1.521 0.305 -0.152 -0.144 0.9821
N -1.899 4.371 0.401 0.039 0.016 0.000 0.1543
C -1.002 4.439 -0.644 -0.016 0.012 0.014 -0.0321
C -0.141 3.402 -0.472 0.060 0.017 0.022 -0.1092
N -0.499 2.715 0.658 -0.237 -0.217 -0.058 -0.0349
C -1.569 3.316 1.155 0.030 0.075 0.001 -0.2722
C -2.194 2.703 2.308 0.014 -0.029 0.040 -0.2494
N -1.642 1.591 2.758 -0.145 0.085 0.059 -0.0115
C -2.411 1.137 3.793 0.026 0.003 0.026 -0.0568
C -3.439 2.009 3.978 -0.012 -0.011 -0.011 -0.0304
N -3.289 2.995 3.028 0.026 0.021 0.004 0.1492
H -2.684 4.986 0.533 -0.005 -0.007 0.002 0.1747
H -1.054 5.211 -1.389 0.004 0.001 -0.001 0.1278
H 0.707 3.111 -1.067 0.002 -0.002 -0.003 0.1056
H -2.172 0.232 4.323 -0.002 -0.003 -0.005 0.1266
H -4.251 2.017 4.683 0.001 -0.002 0.002 0.1277
H -3.908 3.777 2.900 -0.009 -0.009 -0.014 0.1729
C -0.042 -1.594 -5.573 -0.002 0.002 -0.002 -0.0430
C -0.661 -1.206 -4.260 0.005 -0.007 -0.001 -0.2603
C -1.383 -2.136 -3.514 0.017 0.017 0.003 -0.0217
C -1.994 -1.778 -2.324 -0.009 -0.008 0.009 -0.0506
C -1.870 -0.473 -1.863 -0.004 0.088 -0.013 -0.2923
C -1.158 0.470 -2.590 0.020 -0.017 0.003 -0.0791
C -0.560 0.099 -3.782 0.007 0.009 0.007 -0.0317
S -2.602 -0.019 -0.326 -0.122 -0.109 0.053 0.5924
O -2.756 1.413 -0.313 -0.031 -0.028 -0.042 -0.3019
O -3.746 -0.863 -0.135 0.098 -0.038 0.002 -0.2633
N -1.549 -0.395 0.848 -0.153 0.405 -0.011 -0.3059
C -1.268 -1.802 1.093 -0.039 -0.094 0.081 -0.1589
C -0.209 -1.912 2.168 0.207 0.104 -0.213 -0.6051
O 0.272 -2.956 2.526 -0.084 -0.023 0.083 0.1006
O 0.198 -0.740 2.641 -0.026 -0.080 0.245 -0.2336
H 0.270 -2.638 -5.571 -0.001 -0.001 -0.001 0.0809
H 0.824 -0.974 -5.802 0.000 0.002 -0.002 0.0783
H -0.762 -1.468 -6.384 0.002 -0.002 -0.001 0.0914
H -1.479 -3.152 -3.877 -0.002 -0.001 -0.002 0.1206
H -2.585 -2.494 -1.769 -0.006 0.009 0.005 0.1187
H -1.093 1.488 -2.228 -0.023 -0.021 -0.020 0.0914
H -0.014 0.835 -4.359 0.005 -0.001 -0.005 0.1168
H -0.903 -2.329 0.205 0.055 0.015 0.013 0.1236
H -2.167 -2.312 1.446 -0.011 0.000 -0.071 0.1378
S 1.376 0.232 -0.104 0.011 0.076 -0.085 0.7542
C 2.694 -0.690 0.552 0.037 -0.101 0.098 -0.7041
N 3.665 -1.000 -0.308 -0.026 0.017 -0.016 0.0169
C 4.801 -1.856 0.030 0.014 -0.001 0.009 -0.1489
C 5.109 -1.712 1.510 -0.005 0.010 0.004 -0.1534
C 3.842 -1.945 2.313 0.005 -0.017 -0.019 -0.1356
N 2.771 -1.089 1.803 0.033 0.089 0.015 0.0537
H 3.555 -0.669 -1.252 -0.009 -0.018 -0.005 0.1265
H 5.647 -1.548 -0.582 0.004 0.001 0.005 0.1274
H 4.565 -2.894 -0.214 -0.005 0.005 -0.005 0.1298
H 5.496 -0.711 1.710 0.003 0.000 -0.003 0.1254
H 5.872 -2.431 1.802 0.000 -0.001 0.000 0.1246
H 3.987 -1.701 3.363 0.005 -0.002 0.001 0.1321
H 3.521 -2.988 2.255 -0.012 0.003 0.000 0.1340
H 1.959 -0.918 2.397 -0.038 -0.079 -0.050 0.0879



45
Properties=species:S:1:pos:R:3:forces:R:3:lowdin_charge:R:1 method="wB97M-V/def2-TZVPD" homo_energy_ev=-8.54 smiles="CCCCOc1ccc(C(=O)NCCc2ccccc2)cc1"
C -6.251 -1.828 -0.649 0.245 -0.020 -0.036 -0.1078
C -4.821 -1.457 -1.023 -0.111 0.130 -0.084 -0.2573
C -4.622 0.047 -1.219 0.211 -0.129 0.393 -0.1825
C -4.641 0.819 0.104 -0.290 0.132 -0.496 -0.1965
O -3.634 0.391 0.999 0.214 -0.101 0.211 -0.0447
C -2.337 0.726 0.781 0.287 -0.009 0.054 -0.2615
C -1.879 1.624 -0.180 -0.444 -0.024 -0.030 -0.0155
C -0.525 1.882 -0.302 0.286 -0.125 0.155 -0.0258
C 0.398 1.263 0.531 -0.260 -0.013 0.117 -0.1486
C -0.068 0.390 1.513 0.035 0.128 -0.088 -0.0127
C -1.410 0.118 1.633 -0.203 0.039 -0.078 0.0142
H -1.779 -0.564 2.383 -0.041 -0.091 0.089 0.1202
H 0.653 -0.075 2.168 0.062 -0.046 0.065 0.1206
C 1.869 1.458 0.430 -0.067 0.242 -0.077 -0.4615
O 2.608 1.364 1.390 0.037 -0.147 0.156 0.0758
N 2.327 1.755 -0.820 -0.035 0.213 -0.311 0.0585
H 1.682 1.657 -1.589 -0.038 -0.058 0.156 0.1260
C 3.723 1.581 -1.143 0.253 0.033 -0.089 -0.1689
H 4.268 1.661 -0.201 0.003 0.055 -0.158 0.1209
H 4.044 2.378 -1.820 0.052 -0.046 0.105 0.1171
C 3.975 0.200 -1.781 -0.098 0.178 0.254 -0.1284
C 3.398 -0.864 -0.890 0.090 -0.115 -0.192 -0.2490
C 4.117 -1.340 0.199 -0.028 -0.044 -0.065 -0.0414
C 3.546 -2.239 1.079 0.073 -0.016 0.087 -0.0767
C 2.244 -2.672 0.886 -0.064 -0.072 0.064 -0.0933
C 1.522 -2.210 -0.199 -0.101 -0.056 0.003 -0.0881
C 2.098 -1.313 -1.081 0.069 -0.066 -0.056 -0.0573
H 1.525 -0.957 -1.928 -0.028 0.041 -0.076 0.1130
H 0.504 -2.538 -0.355 -0.079 -0.031 -0.007 0.1043
H 1.794 -3.364 1.582 -0.027 -0.068 0.054 0.1004
H 4.113 -2.595 1.926 0.048 -0.030 0.070 0.1027
H 5.126 -0.992 0.362 0.120 0.055 0.029 0.1168
H 3.502 0.165 -2.765 0.057 -0.025 -0.029 0.1119
H 5.049 0.062 -1.907 0.017 -0.008 -0.086 0.1150
H -0.201 2.602 -1.040 0.030 0.054 -0.066 0.1131
H -2.566 2.136 -0.836 -0.081 0.005 -0.034 0.1056
H -4.568 1.898 -0.080 -0.014 -0.088 0.092 0.1201
H -5.575 0.629 0.638 0.080 0.099 -0.051 0.1218
H -5.407 0.447 -1.863 -0.003 0.070 -0.063 0.1171
H -3.661 0.213 -1.710 -0.052 0.093 -0.064 0.1023
H -4.138 -1.802 -0.244 0.073 -0.063 -0.073 0.1068
H -4.554 -1.967 -1.951 0.066 -0.031 0.048 0.1057
H -6.351 -2.908 -0.579 -0.103 -0.082 0.046 0.0696
H -6.529 -1.401 0.311 -0.115 0.020 0.114 0.0653
H -6.948 -1.467 -1.403 -0.123 0.020 -0.052 0.0728



Copy entry 3 word for word.
45
Properties=species:S:1:pos:R:3:forces:R:3:lowdin_charge:R:1 method="wB97M-V/def2-TZVPD" homo_energy_ev=-8.54 smiles="CCCCOc1ccc(C(=O)NCCc2ccccc2)cc1"
C -6.251 -1.828 -0.649 0.245 -0.020 -0.036 -0.1078
C -4.821 -1.457 -1.023 -0.111 0.130 -0.084 -0.2573
C -4.622 0.047 -1.219 0.211 -0.129 0.393 -0.1825
C -4.641 0.819 0.104 -0.290 0.132 -0.496 -0.1965
O -3.634 0.391 0.999 0.214 -0.101 0.211 -0.0447
C -2.337 0.726 0.781 0.287 -0.009 0.054 -0.2615
C -1.879 1.624 -0.180 -0.444 -0.024 -0.030 -0.0155
C -0.525 1.882 -0.302 0.286 -0.125 0.155 -0.0258
C 0.398 1.263 0.531 -0.260 -0.013 0.117 -0.1486
C -0.068 0.390 1.513 0.035 0.128 -0.088 -0.0127
C -1.410 0.118 1.633 -0.203 0.039 -0.078 0.0142
H -1.779 -0.564 2.383 -0.041 -0.091 0.089 0.1202
H 0.653 -0.075 2.168 0.062 -0.046 0.065 0.1206
C 1.869 1.458 0.430 -0.067 0.242 -0.077 -0.4615
O 2.608 1.364 1.390 0.037 -0.147 0.156 0.0758
N 2.327 1.755 -0.820 -0.035 0.213 -0.311 0.0585
H 1.682 1.657 -1.589 -0.038 -0.058 0.156 0.1260
C 3.723 1.581 -1.143 0.253 0.033 -0.089 -0.1689
H 4.268 1.661 -0.201 0.003 0.055 -0.158 0.1209
H 4.044 2.378 -1.820 0.052 -0.046 0.105 0.1171
C 3.975 0.200 -1.781 -0.098 0.178 0.254 -0.1284
C 3.398 -0.864 -0.890 0.090 -0.115 -0.192 -0.2490
C 4.117 -1.340 0.199 -0.028 -0.044 -0.065 -0.0414
C 3.546 -2.239 1.079 0.073 -0.016 0.087 -0.0767
C 2.244 -2.672 0.886 -0.064 -0.072 0.064 -0.0933
C 1.522 -2.210 -0.199 -0.101 -0.056 0.003 -0.0881
C 2.098 -1.313 -1.081 0.069 -0.066 -0.056 -0.0573
H 1.525 -0.957 -1.928 -0.028 0.041 -0.076 0.1130
H 0.504 -2.538 -0.355 -0.079 -0.031 -0.007 0.1043
H 1.794 -3.364 1.582 -0.027 -0.068 0.054 0.1004
H 4.113 -2.595 1.926 0.048 -0.030 0.070 0.1027
H 5.126 -0.992 0.362 0.120 0.055 0.029 0.1168
H 3.502 0.165 -2.765 0.057 -0.025 -0.029 0.1119
H 5.049 0.062 -1.907 0.017 -0.008 -0.086 0.1150
H -0.201 2.602 -1.040 0.030 0.054 -0.066 0.1131
H -2.566 2.136 -0.836 -0.081 0.005 -0.034 0.1056
H -4.568 1.898 -0.080 -0.014 -0.088 0.092 0.1201
H -5.575 0.629 0.638 0.080 0.099 -0.051 0.1218
H -5.407 0.447 -1.863 -0.003 0.070 -0.063 0.1171
H -3.661 0.213 -1.710 -0.052 0.093 -0.064 0.1023
H -4.138 -1.802 -0.244 0.073 -0.063 -0.073 0.1068
H -4.554 -1.967 -1.951 0.066 -0.031 0.048 0.1057
H -6.351 -2.908 -0.579 -0.103 -0.082 0.046 0.0696
H -6.529 -1.401 0.311 -0.115 0.020 0.114 0.0653
H -6.948 -1.467 -1.403 -0.123 0.020 -0.052 0.0728